Record 1
Computed, not measured: a 9-piece molecular cluster, C27H76N4O9 overall in a non-equilibrium geometry, with ωB97M-V/def2-TZVPD.

Geometry as XYZ:
```
116
C27H76N4O9 (ωB97M-V/def2-TZVPD)
C -3.89 -4.24 -4.47
O -4.61 -3.51 -3.53
C -3.92 -2.34 -3.09
C -4.63 -1.81 -1.84
C -4.80 -2.89 -0.76
N -5.99 -1.27 -2.13
H -4.41 -5.12 -4.83
H -2.96 -4.57 -3.99
H -3.69 -3.61 -5.35
H -2.94 -2.66 -2.73
H -3.88 -1.59 -3.88
H -4.15 -0.93 -1.40
H -5.09 -3.79 -1.29
H -5.56 -2.59 -0.03
H -3.86 -3.01 -0.22
H -6.46 -1.83 -2.84
H -5.83 -0.42 -2.67
C -5.13 -1.39 3.51
O -4.98 -0.12 2.91
C -3.93 -0.07 1.99
C -3.72 1.39 1.52
C -4.94 1.81 0.63
N -2.56 1.43 0.58
H -4.25 -1.88 3.95
H -5.45 -2.13 2.76
H -5.91 -1.29 4.25
H -3.00 -0.36 2.49
H -4.07 -0.76 1.15
H -3.56 2.20 2.23
H -4.74 2.76 0.13
H -5.91 1.94 1.11
H -5.04 1.06 -0.16
H -2.85 0.97 -0.28
H -2.58 2.41 0.33
C 7.96 0.18 2.88
O 6.61 0.42 2.53
C 5.94 1.33 3.32
C 4.72 1.90 2.55
C 5.17 2.65 1.30
N 3.71 2.66 3.27
H 8.53 1.11 2.92
H 8.41 -0.52 2.19
H 8.03 -0.21 3.90
H 5.63 0.89 4.27
H 6.56 2.23 3.46
H 4.21 1.01 2.14
H 4.31 3.00 0.74
H 5.65 1.90 0.68
H 5.88 3.45 1.52
H 3.52 2.06 4.07
H 2.85 2.66 2.74
C 2.57 0.94 -0.57
O 1.85 -0.21 -1.03
C 0.49 -0.26 -0.55
C -0.07 -1.70 -0.59
C -0.24 -2.15 -2.02
N -1.35 -1.62 0.10
H 3.62 0.75 -0.77
H 2.33 1.11 0.48
H 2.13 1.77 -1.12
H 0.58 0.11 0.47
H -0.07 0.48 -1.15
H 0.63 -2.36 -0.08
H 0.75 -2.22 -2.48
H -0.83 -1.47 -2.64
H -0.72 -3.12 -2.10
H -2.05 -1.06 -0.38
H -1.16 -0.97 0.86
C 0.12 3.98 0.26
C 0.08 3.63 1.74
C -1.23 4.19 2.34
O 0.09 2.20 1.87
H 1.11 3.87 -0.19
H -0.08 5.05 0.15
H -0.57 3.42 -0.37
H 0.98 4.00 2.23
H -1.19 5.28 2.39
H -1.35 3.85 3.37
H -2.05 3.87 1.70
H -0.76 1.83 1.58
C 3.60 -2.11 -4.14
C 4.41 -2.68 -3.01
C 3.81 -3.92 -2.32
O 5.69 -3.00 -3.55
H 2.59 -1.87 -3.79
H 3.51 -2.79 -4.99
H 4.11 -1.24 -4.54
H 4.64 -1.94 -2.23
H 4.57 -4.61 -1.95
H 3.28 -4.51 -3.06
H 3.18 -3.54 -1.51
H 6.35 -2.76 -2.90
C -0.84 -1.59 3.65
C 0.46 -2.22 3.18
C 1.27 -2.72 4.33
O 0.23 -3.32 2.33
H -0.71 -1.04 4.58
H -1.66 -2.30 3.73
H -1.05 -0.76 2.97
H 1.02 -1.39 2.75
H 1.61 -1.91 4.98
H 2.11 -3.25 3.88
H 0.78 -3.44 4.99
H -0.23 -3.02 1.53
C 1.88 4.63 -3.18
O 0.48 4.87 -3.37
H 1.97 3.71 -2.60
H 2.42 4.32 -4.08
H 2.31 5.47 -2.64
H 0.47 5.55 -4.05
C -2.06 2.08 -2.90
O -2.95 1.06 -2.50
H -2.23 2.95 -2.26
H -1.04 1.75 -2.72
H -2.17 2.43 -3.93
H -3.82 1.41 -2.72
```

* ΔE to the lowest compared entry with this formula, charge and spin: 0.0 kcal per mole
* highest occupied orbital energy: -9.284 eV
* electronic energy: -1970.31896 Eh
* charge: 0
* SMILES string: COC[C@H](C)N.COC[C@H](C)N.COC[C@H](C)N.COC[C@H](C)N.CC(C)O.CC(C)O.CC(C)O.CO.CO

Löwdin atomic charge list, values in e, 5 entries: atom 1 (C): -0.116, atom 2 (O): -0.205, atom 3 (C): -0.185, atom 4 (C): -0.418, atom 5 (C): -0.055

Record 2
Computed, not measured: a 11-piece molecular cluster, C27H76O11 overall in a non-equilibrium geometry, with ωB97M-V/def2-TZVPD.

Geometry as XYZ:
```
114
C27H76O11 (ωB97M-V/def2-TZVPD)
C 23.28 3.86 8.48
C 24.16 3.21 9.54
C 23.35 2.97 10.80
O 24.77 2.02 9.04
H 23.77 3.90 7.50
H 23.15 4.92 8.73
H 22.29 3.44 8.33
H 25.02 3.81 9.85
H 23.86 2.40 11.58
H 22.45 2.39 10.55
H 22.97 3.87 11.28
H 25.10 2.16 8.16
C 16.76 3.55 7.23
C 17.70 3.63 8.42
C 19.10 3.21 8.04
O 17.79 5.07 8.67
H 16.43 2.51 7.14
H 17.17 3.89 6.28
H 15.79 4.00 7.43
H 17.29 3.21 9.34
H 19.49 3.84 7.24
H 19.27 2.18 7.70
H 19.88 3.25 8.81
H 18.52 5.23 9.27
C 22.08 10.44 1.45
C 21.13 9.58 0.64
C 21.33 9.83 -0.85
O 21.43 8.20 0.88
H 23.09 10.15 1.14
H 22.07 10.41 2.54
H 21.92 11.51 1.25
H 20.09 9.70 0.95
H 20.90 10.75 -1.22
H 20.99 8.97 -1.43
H 22.41 9.82 -1.02
H 22.39 8.06 0.87
C 17.34 6.57 4.43
C 16.81 7.43 3.28
C 17.48 8.80 3.28
O 17.00 6.77 2.05
H 16.85 5.59 4.51
H 17.16 7.07 5.38
H 18.40 6.34 4.32
H 15.72 7.52 3.35
H 18.57 8.67 3.39
H 17.19 9.40 4.14
H 17.29 9.30 2.33
H 17.96 6.63 1.88
C 21.42 1.53 5.07
C 21.25 0.12 5.63
C 21.97 -0.28 6.92
O 19.85 -0.18 5.75
H 21.12 1.58 4.02
H 22.45 1.85 5.14
H 20.72 2.11 5.67
H 21.61 -0.54 4.82
H 23.04 -0.15 6.75
H 21.83 -1.34 7.09
H 21.58 0.29 7.77
H 19.78 -1.02 6.21
C 21.29 5.38 4.31
C 21.33 6.87 4.74
C 22.21 6.99 5.99
O 21.99 7.68 3.76
H 22.28 4.92 4.40
H 21.00 5.30 3.26
H 20.61 4.84 4.97
H 20.31 7.24 4.86
H 21.67 6.58 6.85
H 22.45 8.04 6.14
H 23.07 6.36 5.77
H 21.43 7.82 2.98
C 22.75 9.33 9.38
C 22.18 8.00 9.86
C 23.26 7.13 10.50
O 20.98 8.17 10.58
H 23.65 9.17 8.77
H 23.02 10.00 10.20
H 22.03 9.86 8.75
H 21.86 7.38 9.01
H 23.56 7.54 11.48
H 24.06 7.02 9.78
H 22.74 6.21 10.78
H 21.17 8.35 11.51
C 24.93 9.58 4.66
C 24.90 11.04 4.24
C 23.93 11.84 5.09
O 26.23 11.57 4.40
H 25.70 9.05 4.09
H 24.02 9.09 4.30
H 25.20 9.44 5.70
H 24.55 11.20 3.22
H 22.90 11.53 4.94
H 24.06 12.92 4.97
H 24.05 11.56 6.14
H 26.72 11.28 3.62
C 20.24 10.78 5.43
C 19.98 12.03 4.61
C 18.63 12.62 5.08
O 20.92 13.06 4.92
H 21.21 10.30 5.24
H 19.53 9.97 5.25
H 20.29 10.94 6.51
H 19.93 11.87 3.53
H 18.60 12.74 6.17
H 17.87 11.82 4.97
H 18.29 13.52 4.59
H 21.23 12.99 5.82
O 24.24 6.01 2.56
H 24.15 6.60 1.81
H 23.45 6.18 3.10
O 19.43 6.21 0.90
H 19.12 6.55 0.05
H 20.17 6.79 1.14
```

* ΔE to the lowest compared entry with this formula, charge and spin: 21.4 kcal per mole
* highest occupied orbital energy: -9.680 eV
* electronic energy: -1901.87234 Eh
* charge: 0
* SMILES string: CC(C)O.CC(C)O.CC(C)O.CC(C)O.CC(C)O.CC(C)O.CC(C)O.CC(C)O.CC(C)O.O.O

Löwdin atomic charge list, values in e, 5 entries: atom 1 (C): -0.048, atom 2 (C): -0.482, atom 3 (C): -0.054, atom 4 (O): -0.053, atom 5 (H): 0.077

Record 3
Computed, not measured: a 22-piece molecular cluster, C27H78N22O46P overall in a non-equilibrium geometry, with ωB97M-V/def2-TZVPD.

Geometry as XYZ:
```
174
C27H78N22O46P (ωB97M-V/def2-TZVPD)
O -2.59 -2.88 0.58
P -3.66 -2.23 -0.43
O -2.86 -1.06 -1.49
O -4.29 -3.49 -1.47
C -5.06 -1.38 0.60
C -6.47 -1.41 -0.24
C -7.38 -0.02 -0.08
C -8.27 0.05 -1.49
C -9.00 -1.42 -1.68
C -8.81 -2.41 -0.35
N -7.32 -2.65 -0.02
O -7.30 -3.14 1.23
H -3.09 -0.15 -1.14
H -4.65 -3.06 -2.30
H -5.12 -1.78 1.69
H -4.75 -0.23 0.67
H -6.17 -1.43 -1.40
H -8.04 -0.01 0.88
H -6.65 0.91 0.00
H -9.01 0.96 -1.52
H -7.46 0.15 -2.36
H -10.14 -1.24 -1.93
H -8.52 -2.04 -2.58
H -9.36 -1.90 0.58
H -9.39 -3.44 -0.51
H -7.00 -3.38 -0.72
H -6.56 -3.84 1.21
C 0.74 -3.34 0.41
N 2.15 -3.00 0.75
O 2.71 -3.70 1.60
O 2.65 -2.04 0.15
H 0.43 -4.20 1.00
H 0.13 -2.47 0.64
H 0.71 -3.58 -0.66
C 3.15 -1.33 3.47
N 2.50 -0.50 4.52
O 2.80 0.70 4.57
O 1.70 -1.07 5.27
H 3.82 -0.70 2.89
H 3.70 -2.12 3.98
H 2.36 -1.74 2.84
C 3.07 3.73 4.11
N 3.27 4.70 3.00
O 2.26 5.13 2.43
O 4.44 5.01 2.74
H 2.00 3.55 4.23
H 3.59 2.81 3.83
H 3.49 4.17 5.01
C 4.86 1.09 -0.25
N 5.08 0.94 1.22
O 4.09 0.92 1.94
O 6.26 0.83 1.59
H 3.79 1.17 -0.43
H 5.37 2.00 -0.56
H 5.27 0.21 -0.74
C 4.65 -4.39 -0.89
N 4.67 -4.64 -2.36
O 5.77 -4.59 -2.93
O 3.58 -4.87 -2.90
H 5.68 -4.20 -0.55
H 4.02 -3.52 -0.71
H 4.25 -5.29 -0.41
C 5.91 2.25 -4.39
N 5.11 1.33 -3.54
O 3.88 1.39 -3.65
O 5.74 0.59 -2.78
H 5.23 2.85 -5.01
H 6.50 2.89 -3.73
H 6.55 1.63 -5.02
C -9.84 -2.95 -6.09
N -9.62 -3.11 -4.62
O -10.61 -3.12 -3.89
O -8.44 -3.21 -4.25
H -10.91 -2.87 -6.27
H -9.33 -2.04 -6.40
H -9.43 -3.83 -6.58
C 7.08 6.54 4.60
N 7.31 6.38 6.06
O 6.31 6.37 6.79
O 8.48 6.28 6.44
H 6.01 6.62 4.41
H 7.60 7.45 4.28
H 7.50 5.66 4.11
C 1.66 -2.21 -4.51
N 0.58 -3.11 -4.00
O -0.05 -3.76 -4.83
O 0.41 -3.12 -2.77
H 1.69 -2.30 -5.60
H 1.41 -1.19 -4.22
H 2.60 -2.54 -4.07
C 5.08 10.10 5.79
N 5.10 9.86 4.32
O 6.19 9.90 3.75
O 4.01 9.62 3.79
H 6.10 10.29 6.13
H 4.45 10.97 5.98
H 4.68 9.20 6.27
C -6.86 -2.14 -9.33
N -7.66 -3.05 -8.47
O -8.90 -3.00 -8.58
O -7.03 -3.80 -7.72
H -7.55 -1.54 -9.94
H -6.28 -1.50 -8.67
H -6.22 -2.75 -9.96
C -9.61 0.86 4.07
N -8.94 1.33 2.83
O -9.63 1.39 1.80
O -7.74 1.62 2.92
H -10.66 0.64 3.85
H -9.09 -0.04 4.40
H -9.53 1.66 4.81
C -13.33 -1.63 -2.15
N -13.74 -0.22 -2.40
O -13.02 0.45 -3.15
O -14.77 0.17 -1.84
H -12.42 -1.84 -2.71
H -13.17 -1.74 -1.08
H -14.15 -2.27 -2.50
C 0.92 4.31 -0.05
N 0.94 4.07 -1.52
O 2.03 4.12 -2.09
O -0.15 3.84 -2.06
H 1.94 4.50 0.29
H 0.29 5.18 0.13
H 0.52 3.42 0.43
C -1.26 -2.44 4.12
N -1.06 -1.46 3.02
O -2.07 -1.04 2.44
O 0.11 -1.15 2.75
H -2.33 -2.62 4.24
H -0.74 -3.36 3.85
H -0.84 -2.00 5.03
C 9.01 -4.32 -1.13
N 8.36 -3.48 -0.08
O 8.67 -2.29 -0.04
O 7.56 -4.06 0.66
H 9.69 -3.69 -1.72
H 9.57 -5.11 -0.63
H 8.22 -4.72 -1.77
C 3.54 9.29 0.47
N 3.74 10.27 -0.64
O 2.73 10.69 -1.21
O 4.91 10.58 -0.90
H 2.47 9.11 0.59
H 4.06 8.37 0.20
H 3.96 9.73 1.38
C 9.91 10.50 4.71
N 9.26 11.33 5.76
O 9.57 12.53 5.80
O 8.46 10.76 6.51
H 10.59 11.13 4.13
H 10.47 9.71 5.21
H 9.12 10.09 4.07
C 9.81 -9.25 -0.06
N 9.40 -7.84 -0.30
O 10.12 -7.17 -1.05
O 8.37 -7.45 0.26
H 10.73 -9.46 -0.61
H 9.97 -9.36 1.02
H 9.00 -9.90 -0.40
C 6.33 -6.99 -5.47
N 7.00 -6.52 -6.71
O 6.31 -6.46 -7.73
O 8.20 -6.23 -6.62
H 5.29 -7.21 -5.69
H 6.85 -7.89 -5.13
H 6.41 -6.19 -4.73
C -8.39 -4.43 4.40
N -9.04 -3.60 5.45
O -8.73 -2.40 5.49
O -9.84 -4.17 6.20
H -7.71 -3.80 3.82
H -7.83 -5.22 4.91
H -9.18 -4.84 3.77
```

* highest occupied orbital energy: -11.741 eV
* electronic energy: -6080.19885 Eh
* charge: +1

Löwdin atomic charge list, values in e, 5 entries: atom 1 (O): -0.377, atom 2 (P): 0.758, atom 3 (O): -0.195, atom 4 (O): -0.206, atom 5 (C): -0.153